C26H29N5O5 | the ωB97M-V functional and the def2-TZVPD basis

Last column: Mulliken charge in e.
Positions of all 65 atoms, in Å:
C -3.63 -2.86 3.30  -1.302
C -2.54 -2.72 2.30  0.437
C -2.50 -2.95 0.95  -0.334
C -1.17 -2.62 0.60  0.457
N -0.49 -2.22 1.65  -0.507
O -1.34 -2.29 2.72  -0.258
N -0.57 -2.64 -0.64  0.069
C -1.24 -2.64 -1.83  0.513
O -2.42 -2.83 -1.93  -0.621
C -0.33 -2.30 -3.00  -0.901
C -0.17 -0.77 -3.08  -0.614
C 0.44 -0.29 -1.78  -0.398
O 1.53 -0.70 -1.40  -0.463
N -0.31 0.50 -0.99  1.725
C -1.57 1.05 -1.35  -1.208
C -1.64 2.06 -2.30  0.031
C -2.86 2.61 -2.63  -0.835
C -4.01 2.16 -2.01  -0.638
C -3.94 1.16 -1.06  -1.084
C -2.72 0.60 -0.73  0.314
H -2.66 -0.19 0.01  0.284
H -4.84 0.80 -0.58  0.464
H -4.97 2.60 -2.26  0.427
H -2.92 3.40 -3.36  0.424
H -0.72 2.41 -2.76  0.509
C 0.28 0.85 0.31  2.144
C -0.61 1.73 1.13  -0.858
C -1.17 1.27 2.31  -0.315
C -2.01 2.11 3.03  -0.774
C -2.24 3.39 2.53  -0.471
N -1.69 3.84 1.42  -0.715
C -0.89 3.04 0.74  -0.172
H -0.45 3.46 -0.15  0.545
H -2.90 4.08 3.04  0.398
H -2.47 1.79 3.95  0.433
H -0.96 0.27 2.66  0.508
C 1.61 1.58 0.02  -0.549
O 1.72 2.37 -0.89  -0.696
N 2.57 1.32 0.93  -0.130
H 2.45 0.57 1.59  0.351
C 3.92 1.82 0.81  -1.128
C 4.90 0.66 0.54  0.068
O 4.70 -0.37 1.50  -0.540
C 4.37 -1.58 0.84  0.057
H 3.28 -1.70 0.79  -0.195
H 4.80 -2.40 1.43  0.372
C 4.95 -1.46 -0.56  -0.726
H 6.02 -1.68 -0.56  0.324
H 4.45 -2.11 -1.27  0.356
C 4.70 0.02 -0.84  -0.089
H 5.38 0.44 -1.58  0.425
H 3.67 0.16 -1.18  -0.195
H 5.92 1.04 0.66  0.378
H 3.94 2.54 -0.01  0.426
H 4.19 2.31 1.75  0.437
H 0.48 -0.09 0.85  0.616
H 0.51 -0.53 -3.89  0.462
H -1.14 -0.31 -3.27  0.301
H 0.65 -2.77 -2.88  0.291
H -0.80 -2.67 -3.92  0.500
H 0.42 -2.41 -0.63  0.190
H -3.27 -3.29 0.30  0.494
H -4.51 -3.29 2.83  0.337
H -3.30 -3.50 4.12  0.349
H -3.88 -1.88 3.72  0.293

Results
Total energy: -45121.4872 eV
Net charge: 0
SMILES: Cc1cc(NC(=O)CCC(=O)N(c2ccccc2)[C@@H](C(=O)NC[C@@H]2CCCO2)c2cccnc2)no1
Energy relative to the best compared isomer or geometry (same formula, charge and spin): 76.04 kcal/mol
HOMO level: -9.172 eV

***

C18H21NO3 | the ωB97M-V functional and the def2-TZVPD basis

Last column: Mulliken charge in e.
Positions of all 43 atoms, in Å:
C 4.23 -3.19 -4.49  -0.696
O 2.96 -3.55 -3.99  -0.472
C 2.24 -2.70 -3.20  0.012
C 1.04 -3.23 -2.75  -0.678
C 0.17 -2.51 -1.95  -0.935
C 0.51 -1.22 -1.57  -0.134
C 1.71 -0.67 -2.00  -0.138
C 2.58 -1.39 -2.81  1.191
O 3.77 -0.85 -3.25  -0.451
C 4.11 0.45 -2.86  -0.938
H 3.38 1.19 -3.22  0.343
H 4.20 0.54 -1.78  0.346
H 5.07 0.65 -3.33  0.242
H 1.94 0.33 -1.69  0.854
N -0.39 -0.51 -0.75  -0.080
C -0.28 0.75 -0.25  0.499
O 0.65 1.50 -0.44  -0.692
C -1.50 1.13 0.58  -0.577
H -1.63 0.40 1.38  0.362
H -2.39 1.10 -0.06  0.276
C -1.35 2.53 1.18  -0.601
H -0.47 2.54 1.83  0.352
H -1.18 3.24 0.38  0.424
C -2.59 2.94 1.98  -1.322
C -2.82 2.03 3.15  0.498
C -2.02 2.12 4.28  -0.247
C -2.20 1.27 5.35  -0.621
C -3.18 0.30 5.31  -0.393
C -3.99 0.20 4.19  -0.579
C -3.81 1.06 3.12  -0.206
H -4.45 0.97 2.25  0.337
H -4.77 -0.55 4.15  0.370
H -3.33 -0.37 6.14  0.374
H -1.56 1.35 6.23  0.371
H -1.24 2.88 4.32  0.382
H -2.44 3.97 2.34  0.386
H -3.46 2.94 1.33  0.415
H -1.22 -1.03 -0.51  0.193
H -0.75 -2.96 -1.62  0.313
H 0.80 -4.23 -3.06  0.419
H 4.17 -2.33 -5.16  0.250
H 4.94 -2.98 -3.69  0.261
H 4.56 -4.06 -5.06  0.289

Results
Total energy: -26639.2318 eV
Net charge: 0
SMILES: COc1ccc(NC(=O)CCCc2ccccc2)cc1OC
Energy relative to the best compared isomer or geometry (same formula, charge and spin): 19.47 kcal/mol
HOMO level: -7.578 eV

***

C3H3FI2O | the ωB97M-V functional and the def2-TZVPD basis

Last column: Mulliken charge in e.
Positions of all 10 atoms, in Å:
C 0.50 -0.50 -0.17  0.177
C 1.84 -0.19 0.13  -0.013
C -1.52 0.50 0.01  -0.650
O -0.30 0.45 -0.61  -0.297
F 2.88 -0.99 0.33  -0.217
I -0.17 -2.47 -0.22  0.133
I 2.52 1.79 0.02  0.059
H -1.60 -0.33 0.72  0.325
H -2.40 0.33 -0.77  0.236
H -1.76 1.41 0.57  0.247

Results
Total energy: -24123.5429 eV
Net charge: 0
SMILES: CO/C(I)=C(/F)I
Energy relative to the best compared isomer or geometry (same formula, charge and spin): 15.09 kcal/mol
HOMO level: -8.654 eV

***

C28H15F9NO5PRu | the ωB97M-V functional and the def2-TZVPD basis

Last column: Mulliken charge in e.
Positions of all 60 atoms, in Å:
Ru 0.00 0.00 0.00  -0.035
O -3.20 -1.49 1.49  -0.749
C -2.10 -0.97 1.10  0.224
O -1.72 -0.89 -0.17  -0.609
C -1.18 -0.39 2.25  0.559
C -1.27 -0.30 3.61  -0.459
C -0.17 0.32 4.29  -0.450
C 0.99 0.84 3.60  -0.391
C 1.00 0.72 2.25  -0.074
N -0.07 0.13 1.80  -0.224
C 2.02 1.13 1.10  0.627
O 3.09 1.72 1.51  -0.672
O 1.75 0.88 -0.17  -0.682
H -2.13 -0.69 4.13  0.548
H -0.21 0.40 5.37  0.385
H 1.81 1.31 4.13  0.634
F -6.13 6.97 -0.50  -0.261
C -5.55 6.62 0.68  0.791
F -4.99 7.76 1.18  -0.261
F -6.58 6.31 1.52  -0.294
C -4.54 5.50 0.53  0.355
C -4.69 4.28 1.20  -0.800
C -3.75 3.26 1.04  -0.190
C -2.65 3.43 0.20  -0.219
C -2.50 4.65 -0.47  -0.117
C -3.43 5.68 -0.31  -1.089
P -1.46 2.04 0.00  1.440
C 0.07 2.90 0.49  1.363
C 0.91 3.61 -0.37  -0.205
C 2.03 4.29 0.12  -1.184
C 2.33 4.30 1.49  0.228
C 1.50 3.58 2.36  -0.815
C 0.38 2.89 1.86  -1.239
C 3.53 5.04 2.03  0.808
F 3.32 5.56 3.27  -0.294
F 3.91 6.08 1.25  -0.296
F 4.62 4.23 2.14  -0.249
C -1.44 1.79 -1.80  0.295
C -2.61 1.96 -2.57  -0.944
C -2.63 1.71 -3.94  -1.170
C -1.48 1.25 -4.60  0.382
C -0.32 1.04 -3.84  -1.483
C -0.30 1.29 -2.47  1.087
C -1.50 0.99 -6.08  0.870
F -1.18 2.10 -6.80  -0.264
F -2.73 0.60 -6.54  -0.285
F -0.63 0.02 -6.48  -0.280
H -5.55 4.12 1.86  0.417
H -3.90 2.32 1.57  0.458
H -1.66 4.82 -1.14  0.430
H -3.29 6.62 -0.85  0.373
H 0.71 3.67 -1.43  0.423
H 2.67 4.84 -0.57  0.386
H 1.70 3.56 3.43  0.457
H -0.25 2.37 2.57  1.016
H -3.53 2.28 -2.10  0.452
H -3.55 1.86 -4.49  0.364
H 0.59 0.68 -4.33  0.432
H 0.61 1.09 -1.91  0.133
O 0.00 0.00 -1.73  -0.652

Results
Total energy: -77330.1813 eV
Spin multiplicity: 2
Net charge: -1
Energy relative to the best compared isomer or geometry (same formula, charge and spin): 230.58 kcal/mol
HOMO level (alpha / beta): -4.358 / -4.378 eV

***

C19H29N2O3PReS | the ωB97M-V functional and the def2-TZVPD basis

Last column: Mulliken charge in e.
Positions of all 56 atoms, in Å:
Re 0.39 0.41 0.29  2.547
C 1.93 0.03 -0.86  -0.140
O 2.90 -0.27 -1.44  -0.276
C 0.56 -1.27 1.18  -0.252
O 0.64 -2.32 1.71  -0.389
C -0.73 1.15 1.74  0.473
O -1.47 1.48 2.58  -0.284
C -0.66 -1.99 -2.20  0.627
P -1.15 -0.54 -1.11  -0.145
H -2.44 0.40 -3.00  0.766
H 0.26 -1.63 -2.68  0.523
C -2.91 -0.99 -0.64  0.451
H -3.35 -1.36 -1.57  0.508
C -1.68 -2.33 -3.29  -1.657
H -2.01 -1.47 -3.87  0.403
H -2.57 -2.84 -2.88  0.435
H -1.22 -3.04 -3.99  0.470
C -0.30 -3.25 -1.40  -1.221
H -1.16 -3.64 -0.85  0.211
C -1.69 2.06 -1.80  -0.722
H 0.51 -3.07 -0.69  0.308
H 0.03 -4.03 -2.10  0.437
C -0.35 0.75 -3.52  -1.361
H -0.98 2.12 -0.95  -0.322
H -1.47 2.88 -2.49  0.466
H -2.67 2.20 -1.33  0.160
C -1.50 0.71 -2.49  -0.011
H -0.33 1.74 -4.01  0.445
H -0.46 -0.01 -4.30  0.309
H 0.62 0.61 -3.03  0.205
C -3.75 0.20 -0.16  -1.424
H -3.27 0.71 0.69  0.210
H -4.72 -0.18 0.18  0.491
H -3.96 0.92 -0.95  0.370
C -2.96 -2.09 0.42  -1.306
H -2.33 -1.86 1.28  0.293
H -2.66 -3.07 0.03  0.194
H -3.99 -2.20 0.78  0.456
H 0.80 2.85 -1.12  -0.252
H 0.46 3.23 -0.53  0.385
N 3.12 2.65 -0.20  -0.091
C 3.03 2.16 1.04  0.528
N 2.20 1.23 1.53  -0.248
C 2.49 0.95 2.89  0.415
C 1.87 0.02 3.77  -0.075
C 2.52 -0.33 4.96  -0.816
C 3.70 0.31 5.36  -0.568
C 4.26 1.32 4.56  -0.317
C 3.62 1.66 3.37  0.418
S 4.22 2.80 2.18  0.055
H 3.70 3.48 -0.32  0.365
H 2.44 2.49 -0.96  0.038
H 0.91 -0.44 3.53  0.456
H 2.11 -1.13 5.60  0.478
H 4.21 0.01 6.27  0.491
H 5.21 1.79 4.79  0.494

Results
Total energy: -51501.6510 eV
Spin multiplicity: 4
Net charge: +4
HOMO level (alpha / beta): -21.595 / -21.405 eV

***

C23H23Br2F3N2O11S | the ωB97M-V functional and the def2-TZVPD basis

Last column: Mulliken charge in e.
Positions of all 65 atoms, in Å:
C 0.84 -3.36 0.73  -0.625
C 0.41 -2.89 -0.43  0.151
N -0.14 -2.73 -1.79  0.117
C 0.77 -2.20 -2.84  0.264
O 1.37 -2.91 -3.69  -0.483
C 0.68 -0.62 -2.59  0.045
C 1.69 0.56 -2.81  -0.084
S 3.39 0.23 -3.46  1.184
O 3.59 1.04 -4.73  -0.617
O 3.78 -1.22 -3.56  -0.575
C 4.59 0.99 -2.19  0.752
F 3.91 1.50 -1.04  -0.163
F 5.29 2.13 -2.78  -0.255
F 5.62 0.03 -1.85  -0.215
C 1.16 2.03 -2.47  -0.409
C -0.34 2.24 -1.92  0.304
C -0.76 3.77 -1.66  -0.830
Br -1.72 4.88 -3.02  -0.086
C -0.38 4.33 -0.37  0.433
C -0.70 5.87 0.06  -1.025
Br 0.60 3.21 0.99  -0.135
C -1.34 1.02 -1.65  0.658
C -2.84 1.23 -1.09  -0.728
C -3.96 0.76 -2.18  -0.387
C -5.29 0.16 -1.45  0.346
N -6.65 0.23 -2.08  -0.590
O -5.23 -0.42 -0.30  -0.467
C -0.79 -0.42 -2.01  -0.014
C -1.40 -1.91 -1.91  0.335
O -2.60 -2.35 -1.96  -0.537
H 1.28 -3.84 1.69  0.337
H 1.87 2.93 -2.64  0.331
H -1.78 6.17 -0.22  0.334
H 0.07 6.59 -0.44  0.269
H -0.55 5.97 1.20  0.334
H -2.94 0.70 -0.07  0.415
H -2.97 2.38 -0.95  0.428
H -3.50 -0.04 -2.89  0.236
H -4.29 1.67 -2.83  0.352
H -6.65 -0.40 -2.91  0.290
H -6.82 1.21 -2.40  0.281
C 5.31 0.96 5.74  -0.624
O 5.07 1.56 4.46  -0.304
C 5.62 0.88 3.43  0.740
O 6.26 -0.14 3.51  -0.536
O 5.32 1.54 2.30  -0.285
C 5.84 0.94 1.11  -0.607
H 4.83 1.59 6.49  0.217
H 4.87 -0.03 5.79  0.291
H 6.38 0.93 5.96  0.290
H 5.42 -0.06 0.98  0.328
H 6.93 0.90 1.14  0.371
H 5.54 1.55 0.26  0.075
C -3.82 -2.93 0.28  -0.299
O -3.02 -3.45 1.34  -0.156
C -3.72 -4.10 2.29  0.672
O -4.92 -4.28 2.30  -0.540
O -2.85 -4.54 3.22  -0.315
C -3.45 -5.26 4.30  -0.642
H -3.15 -2.42 -0.43  -0.181
H -4.33 -3.74 -0.25  0.304
H -4.54 -2.20 0.66  0.432
H -3.95 -6.16 3.93  0.292
H -4.16 -4.62 4.84  0.292
H -2.66 -5.56 4.99  0.215

Results
Total energy: -208783.5247 eV
Net charge: 0
SMILES: C#CN1C(=O)c2c(S(=O)(=O)C(F)(F)F)cc(/C(Br)=C(/C)Br)c(CCC(N)=O)c2C1=O.COC(=O)OC.COC(=O)OC
Energy relative to the best compared isomer or geometry (same formula, charge and spin): 240.74 kcal/mol
HOMO level: -9.579 eV